Density functional theory data (ωB97M-V/def2-TZVPD) for 2 unconnected molecules or ions with the total composition C4H13N3O in a non-equilibrium geometry.

Structure (ORCA input):
```
! RIJCOSX wB97M-V def2-TZVPD def2/J DEFGRID3
* xyz 0 1
H -1.30496 1.57974 -0.48069
N -0.32459 1.69512 -0.21772
C 0.43540 0.78925 -0.66530
C 0.02119 -0.05313 -2.05972
C 0.79394 -1.34563 -2.27160
O -1.36834 -0.19063 -2.15502
H 1.50894 0.85506 -0.51541
H 0.28908 0.66010 -2.84700
H 0.57455 -1.73497 -3.26654
H 1.86525 -1.15542 -2.24933
H 0.50820 -2.09074 -1.52832
H -1.64830 -0.85971 -1.51381
N -1.41841 -0.15530 2.27671
C 0.00797 -0.29366 2.08938
N 0.73827 0.87409 2.53884
H -1.77761 0.53724 1.62518
H -1.62783 0.22531 3.19627
H 0.33194 -1.11461 2.73737
H 0.07166 -0.51476 0.84145
H 0.59368 1.62133 1.85989
H 1.72997 0.67135 2.60538
*
```

Calculated values
Frontier orbital gap   9.959 eV
Energy relative to the best compared isomer or geometry (same formula, charge and spin)   269.6 kJ/mol

---

Density functional theory data (ωB97M-V/def2-TZVPD) for C6H7Cl in the gas phase.

Structure (ORCA input):
```
! RIJCOSX wB97M-V def2-TZVPD def2/J DEFGRID3
* xyz 0 1
C -0.76677 1.74538 -0.00014
C -0.23460 0.30590 0.00332
Cl -1.64896 -0.83360 0.00011
C 0.67403 0.01352 1.18138
C 1.87981 -0.31707 0.73862
C 1.87480 -0.30560 -0.73608
C 0.66521 0.01394 -1.18132
H -1.34984 1.92449 -0.87356
H -1.36849 1.94945 0.86308
H 0.07058 2.44767 -0.01141
H 0.32380 0.10586 2.21819
H 2.73724 -0.52916 1.33770
H 2.72348 -0.56182 -1.37044
H 0.34058 0.09820 -2.20012
*
```

Calculated values
Frontier orbital gap   9.506 eV
Energy relative to the best compared isomer or geometry (same formula, charge and spin)   0.0 kJ/mol

---

Density functional theory data (ωB97M-V/def2-TZVPD) for S2 in the gas phase in a non-equilibrium geometry.

Structure (ORCA input):
```
! RIJCOSX wB97M-V def2-TZVPD def2/J DEFGRID3
* xyz 0 1
S 0.00000 0.00000 1.20265
S 0.00000 0.00000 -1.20265
*
```

Calculated values
Frontier orbital gap   5.585 eV
Energy relative to the best compared isomer or geometry (same formula, charge and spin)   219.4 kJ/mol

---

Density functional theory data (ωB97M-V/def2-TZVPD) for 15 unconnected molecules or ions with the total composition C60H165N15O15 in a non-equilibrium geometry.

Structure (ORCA input):
```
! RIJCOSX wB97M-V def2-TZVPD def2/J DEFGRID3
* xyz 0 1
C 8.91156 9.40125 -1.11289
C 7.56548 8.68306 -1.20720
C 7.20236 7.95813 0.06170
O 8.14096 7.06807 0.66550
C 8.17095 5.84198 -0.05527
N 6.56641 9.61902 -1.60550
H 9.37697 9.54501 -2.08799
H 9.53405 8.69625 -0.56191
H 9.05148 10.31845 -0.54081
H 7.69837 7.85394 -1.90218
H 6.21876 7.49531 -0.01834
H 7.11454 8.76350 0.79092
H 8.73774 5.98736 -0.97490
H 7.20748 5.39491 -0.30011
H 8.72862 5.09496 0.50960
H 6.70373 9.89715 -2.56669
H 5.64664 9.22128 -1.47928
C 1.22205 -5.86518 2.84793
C -0.08386 -5.07580 3.32994
C -0.53963 -5.65134 4.68886
O -0.84454 -7.06269 4.64265
C -2.12328 -7.31473 4.07054
N 0.40452 -3.70363 3.48495
H 1.55858 -5.47012 1.88940
H 1.09813 -6.92955 2.64826
H 1.96543 -5.75239 3.63708
H -0.89077 -5.24895 2.61788
H -1.40860 -5.09139 5.03448
H 0.20576 -5.52518 5.47408
H -2.43192 -8.35316 4.19107
H -2.14736 -7.04627 3.01439
H -2.87713 -6.70380 4.56708
H 0.46757 -3.27615 2.57206
H -0.31836 -3.22367 4.00184
C -1.70918 -0.47401 -0.89621
C -1.21895 0.78213 -0.10343
C 0.18220 1.29573 -0.61467
O 1.15912 0.32569 -0.21981
C 2.39609 0.50668 -0.88138
N -2.19052 1.86449 -0.20823
H -2.71829 -0.82972 -0.68816
H -1.10196 -1.34809 -0.66084
H -1.66205 -0.39469 -1.98230
H -1.11228 0.52078 0.94938
H 0.37298 2.31560 -0.28061
H 0.07089 1.41951 -1.69188
H 3.14834 -0.16921 -0.47470
H 2.68108 1.55876 -0.88509
H 2.31695 0.27764 -1.94411
H -1.86605 2.55200 0.45672
H -3.07759 1.51559 0.12568
C -5.04430 4.70222 -5.31528
C -4.76718 4.13472 -6.73989
C -4.76287 2.57725 -6.75544
O -4.47716 2.04598 -8.09239
C -4.52522 0.60389 -8.22994
N -5.78957 4.74452 -7.60377
H -4.24738 4.46718 -4.60975
H -6.08224 4.53696 -5.02636
H -4.94230 5.78702 -5.28523
H -3.77615 4.47488 -7.04033
H -5.67849 2.14378 -6.35314
H -4.03596 2.11458 -6.08790
H -3.96511 0.04018 -7.48388
H -4.11570 0.28348 -9.18792
H -5.54747 0.22608 -8.21069
H -6.72135 4.47982 -7.31773
H -5.67187 4.30054 -8.50328
C 11.11323 -2.65584 0.56857
C 12.51000 -2.04454 0.53747
C 13.19884 -2.16548 -0.86079
O 13.40443 -3.51016 -1.38195
C 14.37809 -4.28389 -0.70008
N 12.30099 -0.65612 0.76724
H 10.37702 -2.15453 -0.05974
H 10.74587 -2.90030 1.56526
H 11.33714 -3.63222 0.13886
H 13.17615 -2.40477 1.32143
H 14.11837 -1.60801 -0.68246
H 12.61629 -1.63401 -1.61330
H 14.20475 -4.38656 0.37115
H 15.32893 -3.78633 -0.89094
H 14.54060 -5.29301 -1.07872
H 13.19666 -0.20069 0.86956
H 11.81591 -0.46063 1.63129
C 8.96957 -10.13241 -0.38432
C 7.76391 -9.48628 0.37350
C 6.76271 -8.80554 -0.57941
O 7.36627 -7.60309 -1.06603
C 6.56645 -6.70450 -1.83605
N 7.14225 -10.51865 1.20229
H 9.68505 -10.59853 0.29311
H 9.45431 -9.39115 -1.01966
H 8.59002 -10.90462 -1.05346
H 8.02290 -8.67567 1.05462
H 5.89094 -8.59122 0.03880
H 6.49284 -9.49952 -1.37543
H 6.89094 -5.66397 -1.82528
H 5.55167 -6.67075 -1.43960
H 6.50766 -7.15039 -2.82894
H 7.84303 -10.97815 1.76609
H 6.53801 -10.10232 1.89632
C -5.83543 0.35744 8.45077
C -4.41042 -0.22943 8.34759
C -4.18995 -1.63177 8.86211
O -4.63653 -1.79239 10.20325
C -4.58559 -3.15587 10.63064
N -4.04255 -0.09576 6.91491
H -5.96084 1.29067 7.90172
H -6.09716 0.62295 9.47503
H -6.60757 -0.37923 8.22893
H -3.85222 0.44352 8.99847
H -3.16175 -1.97570 8.74979
H -4.77702 -2.32859 8.26388
H -4.87940 -3.20903 11.67894
H -3.57898 -3.56823 10.56135
H -5.30599 -3.73453 10.05247
H -4.68985 -0.55837 6.29275
H -4.14929 0.85919 6.60379
C 0.12765 -8.18371 -4.07965
C -0.03592 -7.88854 -5.52718
C 0.67675 -6.59116 -5.96721
O 0.16252 -5.51432 -5.25107
C 0.69275 -4.26077 -5.64491
N 0.39356 -9.09028 -6.23004
H -0.11613 -9.18388 -3.72142
H -0.52588 -7.56138 -3.46835
H 1.19477 -8.09423 -3.87634
H -1.11407 -7.80751 -5.66548
H 0.38769 -6.46243 -7.01026
H 1.75942 -6.70804 -5.91949
H 1.72725 -4.07373 -5.35696
H 0.15160 -3.46633 -5.13099
H 0.64134 -4.14292 -6.72730
H 0.32578 -8.94107 -7.22664
H 1.36198 -9.31383 -6.05037
C 12.22076 -0.53526 7.95238
C 11.47100 0.37113 7.00194
C 10.06816 -0.09404 6.49933
O 9.37246 0.91279 5.74298
C 8.13779 0.52495 5.12068
N 11.34506 1.63059 7.66183
H 11.60948 -0.67124 8.84453
H 13.15728 -0.11584 8.31998
H 12.27645 -1.48396 7.41855
H 12.11440 0.47910 6.12874
H 9.39188 -0.37467 7.30680
H 10.10269 -0.95829 5.83602
H 7.35978 0.18376 5.80360
H 8.38186 -0.19201 4.33678
H 7.67509 1.34980 4.57882
H 10.82044 2.28164 7.09526
H 10.72969 1.57278 8.46063
C -8.86926 -5.10183 2.18473
C -10.15162 -4.69367 1.44674
C -11.22487 -5.80748 1.73777
O -11.63194 -5.95763 3.09753
C -12.70257 -6.85730 3.34188
N -10.67245 -3.48511 2.06153
H -9.07652 -5.10023 3.25484
H -8.02969 -4.45727 1.92441
H -8.64696 -6.13469 1.91663
H -9.97632 -4.57450 0.37756
H -10.84384 -6.74659 1.33654
H -12.10727 -5.49416 1.17982
H -12.89857 -6.92702 4.41184
H -12.48141 -7.85801 2.97070
H -13.65655 -6.53324 2.92593
H -11.51410 -3.22956 1.56511
H -11.05154 -3.82276 2.93467
C 0.74969 13.17365 -2.05353
C 0.66190 12.04466 -3.13244
C -0.09075 10.81879 -2.48836
O 0.82177 10.20296 -1.54962
C 0.19919 9.18184 -0.82384
N -0.16490 12.64699 -4.17470
H 1.31295 14.00382 -2.47975
H 1.26298 12.77361 -1.17912
H -0.21092 13.56497 -1.71856
H 1.61294 11.70083 -3.53912
H -0.33069 10.09631 -3.26846
H -1.05251 11.11601 -2.07031
H -0.65586 9.62292 -0.31155
H 0.93614 8.91663 -0.06577
H -0.05957 8.39158 -1.52856
H 0.39203 13.24399 -4.76927
H -0.59963 11.90072 -4.69834
C -5.60578 7.57292 3.25219
C -5.50446 6.83655 4.61109
C -4.05448 6.75863 5.18032
O -3.29804 5.94397 4.29617
C -1.89218 6.07858 4.60134
N -6.39694 7.41395 5.58858
H -6.63728 7.72257 2.93328
H -5.20198 6.98115 2.43070
H -5.02212 8.49333 3.26951
H -5.83860 5.80071 4.55202
H -4.18700 6.24718 6.13372
H -3.65501 7.76247 5.32468
H -1.79202 5.77129 5.64232
H -1.68725 7.11712 4.34149
H -1.34664 5.41807 3.92738
H -6.27001 6.85005 6.41683
H -7.31416 7.12754 5.27748
C -8.81137 2.25256 -0.26328
C -8.91952 2.77066 1.17191
C -10.33604 3.00265 1.67066
O -10.35421 3.63343 2.92378
C -11.59984 4.20084 3.28764
N -8.28682 1.70783 1.98435
H -9.21295 2.88626 -1.05402
H -9.26183 1.26736 -0.38396
H -7.80472 1.98829 -0.58718
H -8.34877 3.68771 1.31808
H -10.89281 2.06562 1.67938
H -10.80517 3.63915 0.92039
H -12.44677 3.57310 3.56472
H -12.01255 4.89449 2.55510
H -11.45423 4.79724 4.18831
H -8.61222 1.90754 2.91940
H -8.72960 0.81765 1.80647
C 3.25466 4.21076 -5.29788
C 4.42132 4.76166 -6.14192
C 5.73851 3.78576 -6.16901
O 6.16486 3.68613 -4.83109
C 7.16618 2.66137 -4.58635
N 4.03624 5.15269 -7.50321
H 2.33389 4.79272 -5.33785
H 3.51840 4.08712 -4.24752
H 3.06130 3.24738 -5.76969
H 4.69852 5.67330 -5.61262
H 6.46799 4.13125 -6.90154
H 5.50102 2.80525 -6.58168
H 7.01005 1.89332 -5.34385
H 7.08095 2.17522 -3.61450
H 8.19726 2.99822 -4.69364
H 4.79091 5.41588 -8.12070
H 3.50226 5.99826 -7.36186
C -10.23991 -7.47817 -5.16061
C -9.72194 -6.31452 -5.91980
C -8.20291 -6.04275 -5.80572
O -7.82076 -5.88288 -4.42876
C -6.36505 -5.83750 -4.19895
N -9.99437 -6.69131 -7.29886
H -11.32850 -7.48987 -5.10646
H -9.85930 -7.41327 -4.14129
H -9.92549 -8.45080 -5.53909
H -10.27636 -5.40385 -5.69313
H -7.90482 -5.10698 -6.27856
H -7.52439 -6.79720 -6.20385
H -5.96551 -4.99829 -4.76834
H -5.86276 -6.68148 -4.67170
H -6.15741 -5.74205 -3.13318
H -9.51087 -6.15661 -8.00627
H -10.97897 -6.78216 -7.50476
*
```

Calculated values
Frontier orbital gap   9.272 eV
Energy relative to the best compared isomer or geometry (same formula, charge and spin)   823.3 kJ/mol

---

Density functional theory data (ωB97M-V/def2-TZVPD) for a molecular structure, C45H54Cl2N4O3PPbSe.

Structure (ORCA input):
```
! RIJCOSX wB97M-V def2-TZVPD def2/J DEFGRID3
* xyz -1 1
Pb -0.01161 0.09509 -0.47640
Cl -6.49759 2.96913 -0.69705
C -4.90884 2.56081 -0.11260
C -3.92851 2.23794 -1.04099
C -2.64577 1.90010 -0.62695
N -1.60180 1.52898 -1.48614
C -1.50576 1.98381 -2.73826
O -2.31419 2.64742 -3.38917
C -0.17853 1.64449 -3.40991
C -0.03216 1.87750 -4.76682
C 1.18397 1.59168 -5.36211
C 2.21178 1.07380 -4.59246
C 1.97708 0.84604 -3.24922
N 0.81532 1.14593 -2.66805
C -2.34734 1.89948 0.76158
C -3.33881 2.23254 1.67446
C -4.61651 2.55706 1.23910
Cl -5.81907 2.96374 2.43215
N -1.03393 1.53814 1.10601
C -0.43300 1.95455 2.21702
O -0.88939 2.56691 3.18791
C 1.05396 1.60927 2.25859
C 1.75553 1.77062 3.44358
C 3.10204 1.45467 3.46862
C 3.71318 0.98677 2.31342
C 2.93934 0.84822 1.17651
N 1.64500 1.16269 1.14961
H -4.15704 2.26372 -2.09443
H -0.87399 2.28182 -5.31028
H 1.32599 1.76043 -6.42271
H 3.16871 0.81516 -5.02309
H 2.73006 0.38450 -2.62298
H -3.10819 2.25712 2.72786
H 1.22194 2.14470 4.30600
H 3.67331 1.56912 4.38181
H 4.76160 0.72147 2.29180
H 3.35756 0.44727 0.25880
C 3.23950 -7.31972 -5.92200
C 2.75951 -6.16117 -5.08389
C 2.98895 -4.84573 -5.46270
C 2.56841 -3.76598 -4.68903
C 2.86296 -2.37263 -5.16948
C 1.89001 -3.97777 -3.46890
Se 1.33798 -2.47685 -2.40860
C 1.63993 -5.31459 -3.09247
C 0.88696 -5.66250 -1.83403
C 2.07739 -6.36627 -3.89378
H 3.55352 -6.98305 -6.91128
H 2.45689 -8.06982 -6.05688
H 4.09270 -7.82322 -5.45939
H 3.51102 -4.64812 -6.39606
H 3.34082 -2.39639 -6.15203
H 3.51430 -1.85172 -4.46349
H 1.95014 -1.77453 -5.21962
H 0.38542 -4.77849 -1.44617
H 1.56746 -6.03492 -1.06243
H 0.15086 -6.44669 -2.02962
H 1.86139 -7.38540 -3.57682
O 0.97108 -1.67425 1.46577
P 0.89501 -2.71305 2.54355
C 0.40497 -1.88876 4.09503
C -0.88545 -1.06276 4.03547
C -0.92275 -0.04528 5.19196
C -0.15215 -0.54038 6.42686
C -0.24934 -2.05969 6.54452
C 0.50819 -2.73040 5.38576
C -0.13198 -4.10597 1.92647
C -0.81893 -5.05842 2.91874
C -2.10862 -4.48159 3.50797
C -3.07425 -4.01624 2.41684
C -2.40534 -3.03715 1.45250
C -1.13967 -3.64197 0.85849
C 2.58234 -3.32148 2.98252
C 3.57084 -3.08710 1.82485
C 3.51274 -4.18084 0.76474
C 3.77545 -5.55020 1.38854
C 2.78946 -5.86157 2.51447
C 2.74884 -4.74197 3.55788
H 1.21711 -1.14674 4.10881
H -1.75752 -1.71398 4.09301
H -0.94834 -0.53881 3.07881
H -1.96542 0.13197 5.46670
H -0.52968 0.91872 4.85356
H -0.53371 -0.05178 7.32537
H 0.90456 -0.26114 6.35022
H -1.30515 -2.35196 6.51892
H 0.14768 -2.41245 7.49828
H 0.12442 -3.73893 5.23355
H 1.56029 -2.84259 5.65957
H 0.64526 -4.65614 1.39034
H -0.13773 -5.38600 3.70675
H -1.08307 -5.95867 2.35200
H -1.87128 -3.63310 4.15097
H -2.58608 -5.22822 4.14812
H -3.96463 -3.56976 2.86669
H -3.41214 -4.88978 1.84712
H -2.16263 -2.10555 1.97032
H -3.09548 -2.77039 0.64969
H -0.64887 -2.96964 0.15573
H -1.41638 -4.52969 0.27947
H 2.85205 -2.62132 3.78053
H 4.57987 -3.05958 2.25640
H 3.37656 -2.11547 1.37233
H 4.24623 -3.97550 -0.01745
H 2.54319 -4.15332 0.25770
H 4.79414 -5.56314 1.79778
H 3.73404 -6.33230 0.62742
H 3.07120 -6.79270 3.01351
H 1.79775 -6.03686 2.09169
H 3.71158 -4.75112 4.08367
H 1.99289 -4.95217 4.31751
*
```

Calculated values
Frontier orbital gap   5.897 eV